20
Properties=species:S:1:pos:R:3:forces:R:3 method="wB97M-V/def2-TZVPD" mol_weight_g_mol=103.169 de_lowest_kcal_mol=104.7 lumo_energy_ha=-0.306 charge=+2 e_homo_ha=-0.6801 gap_ha=0.374
N -3.447520 1.352529 -0.182584 0.76 4.85 -0.22
N 0.195132 -2.893094 -0.107512 0.05 0.79 1.51
N -0.009978 -1.406682 0.110203 -0.97 -0.70 -0.70
C 1.219493 0.712626 0.413712 -0.10 1.74 1.00
C -2.386066 0.699293 -0.032873 -0.36 -4.43 -0.32
C 2.364369 1.539152 -0.247072 2.10 -1.63 0.21
C 1.056678 -0.746219 0.211276 2.95 -0.20 -0.70
H 2.302172 1.629043 -1.377877 -0.41 0.51 1.63
H 1.349633 0.770721 1.550836 -0.16 0.16 -1.33
H 0.465238 1.453568 0.095544 -0.95 -1.26 0.59
H -2.472292 -0.469260 -0.251326 0.41 2.74 0.56
H 1.162428 -3.102686 0.387268 -2.21 -0.42 -1.70
H -1.432536 1.072815 0.336679 -0.45 0.39 -0.16
H 0.085618 -3.081632 -1.169056 0.61 -0.02 2.14
H 2.409608 2.416677 0.424016 -0.15 0.20 -1.29
H -0.635614 -3.327142 0.451638 1.99 0.46 -1.32
H 3.380719 1.092847 -0.084371 -0.80 0.03 -0.08
H 2.111260 -1.215162 0.183389 -1.51 0.14 0.02
H -4.314428 1.058076 -0.580667 -0.65 -0.97 -0.16
H -3.403921 2.444525 -0.131228 -0.18 -2.38 0.31

***

58
Properties=species:S:1:pos:R:3:forces:R:3 method="wB97M-V/def2-TZVPD" mol_weight_g_mol=458.544 de_lowest_kcal_mol=473.7 lumo_energy_ha=0.004 e_homo_ha=-0.3098 gap_ha=0.314
S 2.104247 -3.714114 -1.852633 2.32 0.03 2.49
O -2.225237 0.756568 2.020198 1.51 -3.18 -3.92
O -3.668298 3.250139 -1.564566 1.95 2.16 3.68
O -1.151455 -2.377348 -3.550014 5.70 0.57 3.66
O 1.943586 -0.338544 3.044404 -0.31 -0.11 -1.07
N 1.898919 -2.187774 0.575018 2.82 2.48 3.66
N 0.059498 -2.559080 -0.537539 1.79 0.00 1.70
N -1.437430 -1.029792 0.609549 9.54 0.17 4.58
N 0.791861 -1.313968 -2.914832 3.67 11.44 2.25
N -1.896555 2.823467 -0.227120 4.30 2.79 3.78
N -0.266463 -0.007269 2.248302 8.14 3.56 7.35
C 0.895378 0.633187 -1.353783 -13.23 4.50 -1.49
C 0.840285 -3.791718 -3.084389 9.33 12.56 -3.31
C -1.590798 1.485088 -2.186610 -6.02 -1.18 -5.63
C -0.377192 1.153953 3.403419 5.47 -18.37 5.42
C 1.019581 -1.422384 1.098166 -5.02 2.01 4.39
C 0.148930 -2.305625 -2.975748 -11.19 -11.96 -6.93
C -3.504410 4.392099 0.836930 2.88 0.09 -3.66
C -1.274405 -0.078382 1.531982 -9.51 3.66 0.83
C 0.142737 -0.047696 -2.369056 -0.54 0.02 -1.94
C -2.461095 -1.141425 -0.159022 -6.58 -6.98 -0.65
C -4.153040 3.262259 1.721054 11.83 8.62 6.33
C 4.034171 -1.122918 0.339751 1.68 -3.69 2.24
C -2.964262 3.551683 -0.521890 -4.71 -0.31 -1.57
C -1.082285 0.414325 -2.947131 3.51 -1.18 2.74
C 1.082744 -0.569592 2.208811 -1.70 0.32 0.71
C -0.213548 -1.822525 0.568208 -1.42 2.43 -3.82
C 5.501687 -1.381795 0.769104 -1.22 -4.52 1.54
C 1.448060 -2.653980 -0.412693 -8.36 -8.40 -12.89
C 3.167725 -2.232252 0.864701 7.11 0.25 4.78
C -1.133927 2.044726 -1.104462 5.06 0.17 4.81
C 0.288782 1.687725 -0.629444 -3.17 -1.91 -4.24
H 1.581015 -3.615317 -4.260337 -2.73 -1.27 3.73
H 0.809423 2.303114 0.016923 0.88 0.97 1.52
H 1.772927 -1.247550 -2.808887 1.08 -0.74 0.24
H 3.338796 -2.226103 1.967928 -0.51 -0.14 -0.58
H -1.534048 -0.253829 -3.699371 -0.08 0.97 0.37
H 3.578255 -3.135680 0.553939 0.67 -1.77 -0.73
H 5.985183 -0.692849 0.276672 3.20 3.74 -2.49
H -4.923557 3.049880 1.335324 -10.61 -3.94 -4.85
H -3.093724 -0.354152 -0.158160 -1.43 2.92 -0.68
H -3.369611 2.666146 2.139704 -0.22 -1.30 -0.52
H 3.659148 -0.280801 0.760142 -0.82 3.13 0.66
H 1.729439 0.334849 -1.291611 11.77 -3.71 1.74
H -2.588414 5.058540 1.224786 -1.60 -2.10 -0.17
H -0.455037 1.951468 3.095394 -0.85 14.37 -5.82
H 3.929575 -1.280165 -0.657964 0.06 0.75 -3.38
H -4.226048 4.072884 2.516477 -1.36 -1.60 0.27
H 0.543773 0.754188 4.056637 -1.35 2.19 -1.70
H -2.270020 -1.733902 -1.036305 -0.01 0.44 -0.77
H 5.758280 -1.247532 1.841359 -0.67 -0.18 -0.55
H 6.018784 -2.411103 0.414896 -1.70 2.10 0.76
H -4.116533 5.238574 0.469495 -0.51 -1.02 0.25
H -2.673833 1.805153 -2.576457 2.61 -0.49 1.30
H -1.100795 0.883546 4.079353 -2.40 -0.52 0.82
H -3.207193 -1.936078 0.535847 1.12 1.58 -2.13
H -1.299429 3.336400 0.720345 -2.24 -2.51 -3.93
H 0.185853 -4.396719 -2.964792 -7.91 -7.89 0.82

***

27
Properties=species:S:1:pos:R:3:forces:R:3 method="wB97M-V/def2-TZVPD" mol_weight_g_mol=352.091 de_lowest_kcal_mol=29.2 lumo_energy_ha=-0.371 charge=+2 e_homo_ha=-0.5771 gap_ha=0.206
Y -0.001753 -0.435362 -0.192705 -0.27 -1.25 2.89
O 1.706537 2.449776 2.086500 -3.00 -2.58 -3.43
O 2.524269 2.058427 -0.964293 -8.24 -0.74 4.24
O -0.912530 0.969709 -3.276281 1.02 -2.47 6.46
O -1.308416 3.112170 0.069727 0.42 -4.97 0.01
O 3.042035 -5.590472 -0.318402 -0.23 2.97 -0.50
O -4.123510 -3.964331 0.163127 -0.14 1.17 1.30
N -1.941733 -0.691423 1.400533 -0.07 0.26 -1.09
N -5.545925 -3.889555 1.932685 0.59 0.61 -0.22
C -0.720529 0.535703 -2.202331 -1.55 2.82 -8.65
C -1.138791 1.964140 0.045353 -1.24 5.54 0.00
C -2.318630 0.025722 2.492115 -0.30 -0.63 0.07
C -3.428289 -0.351951 3.256108 0.65 0.36 -0.44
C -2.740877 -1.697214 0.948087 0.21 0.15 0.76
C 1.052863 1.789252 1.373057 3.00 1.81 6.55
C -4.513267 -3.403659 1.189969 -0.73 -1.49 -0.93
C 1.407881 1.940232 -0.465281 9.18 0.97 -7.39
C -3.841886 -2.159771 1.698263 0.89 0.65 -0.23
C 2.950340 -4.461599 -0.498618 0.22 -2.93 0.51
C -4.171467 -1.470569 2.875043 0.37 -0.13 -0.46
H -5.933727 -3.416610 2.733106 0.02 -0.17 -0.19
H -3.676115 0.235825 4.135358 -0.05 -0.17 -0.14
H -6.029702 -4.694208 1.572463 -0.04 -0.13 -0.01
H 0.262214 -2.292761 -0.899554 -0.25 0.91 0.07
H -1.709966 0.907577 2.732787 -0.27 -0.52 0.10
H -2.455587 -2.148505 -0.022882 -0.34 -0.19 0.76
H -5.003839 -1.800183 3.490439 0.17 0.16 -0.04